C22H45AlN2P3SSe as an isolated structure at a distorted geometry, computed with wB97M-V/def2-TZVPD.

Atoms and positions in Å:
Se 1.4642 0.6087 2.9038
S -0.7504 2.3931 0.9522
P -1.3043 -1.7997 1.7728
P 1.0783 -0.6730 -1.3742
P -2.9019 1.5998 -1.4693
Al 0.0014 -0.0809 1.1210
N 3.9099 1.0856 1.3842
N 3.8931 -0.8850 2.2835
C -2.3619 2.3703 1.9097
C 1.0096 4.1155 2.4878
C 3.4294 -2.1018 2.8910
C -2.6765 -0.2043 -1.6292
C 3.4548 2.3561 0.8688
C 2.2440 0.5482 -2.1386
C 5.1470 0.5037 1.1144
C 0.3185 3.7698 1.3072
C 0.6780 4.4041 0.0998
C -1.9999 0.9313 2.0837
C 1.8386 5.2561 2.4785
C -1.1422 -3.1329 0.5318
C -1.8052 2.4769 -2.6028
C 5.1349 -0.7339 1.6778
C -0.4692 -2.3749 3.2825
C -4.5661 2.2583 -1.1850
C 0.5339 -1.4468 -2.9852
C 1.4332 5.5801 0.1114
C 2.0131 6.0184 1.3187
C -3.0605 -1.8056 2.2483
C 2.2638 -2.0088 -0.8692
C 3.1283 0.2326 2.1171
H 3.0816 2.2634 -0.1669
H -3.1047 2.6146 1.1175
H 1.9051 -2.9845 -1.2313
H 2.6587 -1.8821 3.6221
H 2.3025 5.5774 3.4028
H 1.7013 1.4856 -2.3366
H 0.4100 -2.9742 3.0215
H 2.6181 2.7013 1.4886
H -3.7107 -1.7548 1.3592
H -2.7502 0.3438 1.5511
H -1.6473 -3.9971 1.0017
H -1.6304 -0.5091 -1.9019
H -1.0400 1.8101 -3.0398
H 0.9801 3.4909 3.3738
H 2.9997 -2.7759 2.1467
H 2.6457 0.1788 -3.0972
H -2.3011 2.2197 -0.3349
H 1.4918 6.1676 -0.8111
H 5.8997 -1.5005 1.6890
H -1.6440 -2.8465 -0.4129
H 2.5620 6.9667 1.3550
H 5.8998 1.0354 0.5430
H -2.9110 -0.7476 -0.6832
H -2.4119 3.0039 -3.3424
H -4.4348 3.1745 -0.5877
H -1.2238 -2.9622 3.8191
H 0.1278 -2.4563 -2.8251
H -1.2805 3.2045 -1.9601
H -0.0767 -3.3502 0.3316
H -3.3491 -0.6151 -2.4251
H 2.3499 -2.0489 0.2225
H -5.1651 1.5475 -0.5908
H 1.3990 -1.5402 -3.6639
H -0.2239 -0.8452 -3.5082
H -3.1889 -2.7483 2.7984
H -3.2779 -0.9626 2.9211
H 3.0889 0.7632 -1.4725
H 3.2594 -1.8094 -1.2887
H 0.3057 4.0196 -0.8384
H 4.2572 3.1078 0.8957
H -1.7900 0.6602 3.1259
H 4.2475 -2.6345 3.3772
H -0.1432 -1.5145 3.8825
H -5.0466 2.4899 -2.1441
H -2.4733 3.0186 2.8156

Computed properties:
**Net charge**: +3
**E_tot**: -137142.2336 eV
**LUMO**: -8.890 eV
**ΔE to the lowest compared entry with this formula, charge and spin**: 375.99 kJ/mol